The following is a quantum chemistry calculation of C35H33ClN4S2Si2Zn as an isolated structure, from the OMol25 dataset.

XYZ file:
```
78
Properties=species:S:1:pos:R:3:forces:R:3
C 4.9974 -1.5333 0.2809 -0.286 0.307 0.122
C 4.1594 -0.7336 -0.5198 -0.091 0.062 0.706
C 3.1147 -0.2123 0.3189 0.903 0.202 -0.026
H 4.2871 -0.5353 -1.5881 -0.111 -0.099 0.513
C 3.3709 -0.6858 1.6747 0.913 0.314 -0.428
C 4.5432 -1.4900 1.6269 -0.300 0.465 -0.423
H 5.0495 -1.9521 2.4787 -0.316 0.056 -0.291
H 5.8515 -2.0952 -0.0889 -0.110 0.084 0.141
H 2.4999 0.6549 0.0681 0.046 -0.393 0.204
H 2.9145 -0.2608 2.5718 0.047 -0.236 -0.371
Zn 1.7590 -1.9072 0.4534 -0.377 0.763 -0.217
Si -1.2796 -0.4616 0.1329 4.117 3.094 -0.745
C -0.8101 -0.2454 -1.7362 -0.549 -0.567 0.206
C -1.6282 -0.8271 -2.7026 -0.356 0.131 -0.450
H -2.4149 -1.5137 -2.3745 0.109 0.253 -0.286
C -1.5005 -0.5012 -4.0587 -0.002 -0.320 -0.042
H -2.1849 -0.9185 -4.7914 -0.002 -0.056 0.158
C -0.4906 0.3487 -4.5023 -0.392 -0.376 0.240
H -0.3924 0.5830 -5.5630 -0.013 0.021 0.332
C 0.3848 0.8543 -3.5557 0.508 0.199 0.218
H 1.1853 1.5120 -3.8905 -0.032 -0.091 0.193
C 0.2529 0.5504 -2.1958 -0.248 0.249 0.112
H 0.9397 0.9975 -1.4767 -0.091 -0.126 -0.202
C -0.3879 0.9853 1.1748 1.001 -1.228 0.489
C -0.1342 2.2647 0.6632 -0.492 0.189 0.259
H -0.3595 2.4842 -0.3901 -0.025 0.030 0.542
C 0.3217 3.2801 1.5100 0.279 0.085 -0.993
H 0.5009 4.2759 1.0913 -0.137 -0.306 0.167
C 0.6571 3.0245 2.8297 0.509 -0.055 0.249
H 1.0998 3.8039 3.4520 -0.307 -0.134 -0.154
C 0.5598 1.7292 3.3107 -0.156 -0.110 0.139
H 0.8527 1.5199 4.3414 -0.093 -0.048 -0.249
C 0.0515 0.7273 2.4823 -0.592 0.290 -0.011
H -0.1561 -0.2610 2.8901 0.261 -0.090 0.077
H 0.2772 -0.9736 0.1919 2.042 -1.233 0.137
Si -3.0472 0.9228 0.2129 -0.161 -1.344 -0.828
C -3.4595 2.0389 1.5672 -0.630 0.058 0.635
C -3.9637 3.3069 1.1683 0.502 -0.087 0.150
H -4.3410 3.4557 0.1471 0.207 -0.164 0.491
C -3.8841 4.3933 2.0414 0.071 -0.703 0.226
H -4.2375 5.3950 1.7246 0.321 -0.766 0.412
C -3.3491 4.1395 3.3149 -0.167 0.344 0.256
H -3.2949 4.9715 4.0076 0.121 -0.045 0.065
C -2.9519 2.8640 3.7548 -0.432 0.003 -0.343
H -2.5957 2.6843 4.7702 -0.100 0.344 -0.221
C -3.0412 1.7787 2.8880 -0.112 1.042 -0.284
H -2.7566 0.7774 3.2175 -0.010 0.331 -0.214
C -3.6607 1.4342 -1.4231 -0.571 -0.129 -0.488
C -2.9230 2.4208 -2.1048 -0.449 -0.233 -0.435
H -2.0576 2.8750 -1.6232 -0.144 -0.148 -0.150
C -3.2884 2.8061 -3.3974 0.101 -0.059 0.507
H -2.6653 3.5346 -3.9301 -0.432 -0.275 0.125
C -4.4304 2.2420 -3.9674 0.107 -0.090 -0.250
H -4.7185 2.5487 -4.9750 -0.040 -0.126 0.300
C -5.1735 1.2769 -3.2822 -0.232 -0.028 -0.129
H -6.0856 0.8634 -3.7168 0.305 0.135 -0.069
C -4.7898 0.8496 -2.0138 0.200 0.663 -0.277
H -5.3832 0.1171 -1.4595 0.236 0.220 -0.272
H -2.9279 -0.7382 0.3383 -2.877 1.057 0.088
Cl -1.5223 -2.3643 0.9566 -0.529 -0.810 0.524
N 2.5896 -2.0512 -2.9130 0.020 -0.533 -0.410
C 2.9036 -3.1188 -2.1631 -0.183 0.018 0.941
N 2.5377 -3.2901 -0.9058 0.116 -0.159 -0.980
C 3.1291 -4.4225 -0.3479 0.443 0.384 -2.350
C 3.9095 -5.1235 -1.2356 -0.568 -0.080 1.794
S 3.9660 -4.3661 -2.7957 -0.437 0.014 0.923
C 2.9760 -4.5283 1.0740 0.529 -0.697 3.083
C 3.5977 -5.3861 1.9710 -0.746 0.835 -1.638
S 3.3621 -4.8902 3.6107 -0.284 0.203 -0.757
C 2.4222 -3.5336 3.0323 0.250 -0.250 -1.051
N 2.2753 -3.4950 1.7095 -0.028 -0.445 1.196
N 1.9962 -2.5911 3.8939 -0.293 -0.094 0.242
H 2.9443 -2.1270 -3.8573 -0.550 0.695 0.103
H 1.8811 -1.3648 -2.6332 0.406 -0.403 -0.254
H 4.4370 -6.0052 -0.8809 0.152 0.181 -0.792
H 4.1711 -6.2403 1.6611 0.175 -0.122 0.350
H 2.1574 -2.7098 4.8921 -0.223 0.165 -0.674
H 1.4011 -1.8384 3.5625 0.280 -0.233 0.139
```
Positions in Å, forces in eV/Å.

## Properties
Orbital gap   5.7 eV
Energy relative to the best compared isomer or geometry (same formula, charge and spin)   270.3 kJ/mol
E_LUMO   0.026 eV
E_tot   -5187.33170 hartree